Below is 2 unconnected molecules or ions with the total composition C15H28BIN3O4S2, with properties calculated with ωB97M-V/def2-TZVPD.

Structure (XYZ):
```
54
Properties=species:S:1:pos:R:3:mulliken_charge:R:1
C 2.00280 -3.65107 -0.51217 0.1120
C 2.26665 -2.48924 -0.51784 -0.3278
C 2.26942 -1.03272 -0.62694 -0.8983
N 1.25491 -0.45555 0.28680 0.5289
C 1.71756 0.11967 1.55685 -0.5670
C 1.40430 1.58933 1.71754 0.4431
O 1.03212 2.02491 2.77136 -0.5809
O 1.59916 2.34137 0.62289 -0.2867
C -0.00224 -0.45641 -0.02199 -0.9407
N -0.39295 -1.01906 -1.22190 -0.0919
C -1.58036 -1.88889 -1.14090 -0.3044
S -2.45817 -1.60919 -2.72405 -0.2137
C -2.53568 -1.62374 0.04417 0.6216
C -3.20914 -2.95879 0.44064 -1.3520
C -4.52751 -2.69117 1.20264 -0.3402
C -4.69843 -3.51326 2.48565 -1.1379
I -6.15463 -2.99109 -0.16913 0.1094
C -1.82150 -1.06724 1.26755 -1.2094
N -0.89915 0.06493 0.90022 0.4610
B -1.60189 1.29859 0.45801 0.2720
C -1.42310 2.01837 -0.92135 -0.9481
O -2.45739 1.85210 1.36239 -0.6032
H 1.76230 -4.68930 -0.50560 0.4094
H 2.11045 -0.70980 -1.64917 0.4472
H 3.24635 -0.66099 -0.32935 0.4258
H 1.27940 -0.41249 2.39204 0.2687
H 2.79347 -0.01327 1.63455 0.5552
H 1.02100 3.11350 0.73017 0.3434
H -0.45848 -0.33017 -1.96415 0.3566
H -1.27559 -2.93152 -1.12087 0.4113
H -3.43773 -2.51161 -2.56684 0.1821
H -3.34921 -0.97522 -0.27990 0.2979
H -3.35501 -3.58826 -0.43110 0.5436
H -2.54055 -3.48233 1.12537 0.3630
H -4.55048 -1.64198 1.47843 0.4856
H -5.00524 -2.88823 3.31959 0.3208
H -3.75835 -3.98260 2.77043 0.3400
H -5.42959 -4.30520 2.36462 0.3771
H -2.50496 -0.69420 2.02297 0.3962
H -1.21917 -1.84626 1.73794 0.4051
H -1.59752 3.08509 -0.82656 0.3289
H -2.17773 1.62962 -1.61256 0.3375
H -0.46043 1.86142 -1.40934 0.3357
H -2.20821 1.56018 2.25058 0.3271
C 6.22343 3.23636 -1.58520 -0.9551
S 4.55048 3.31871 -2.23787 0.5976
O 4.64979 3.73996 -3.65343 -0.6536
C 4.05198 4.76235 -1.28754 -0.9658
H 6.73690 2.41737 -2.08410 0.3135
H 6.74082 4.17319 -1.78980 0.3340
H 6.18703 3.04693 -0.51197 0.3280
H 4.71828 5.59475 -1.51170 0.3946
H 4.08192 4.52551 -0.22335 0.3081
H 3.03529 5.01922 -1.57834 0.2948
```

Highest occupied orbital energy in eV: -11.1
LUMO energy in eV: -3.92
Total charge: +1

Below is a single C3H2N4O molecule, with properties calculated with ωB97M-V/def2-TZVPD.

Structure (XYZ):
```
10
Properties=species:S:1:pos:R:3:mulliken_charge:R:1
O -0.10848 2.22536 0.75151 -0.4641
C -0.44389 1.30753 0.09340 0.6705
N -1.45082 0.43284 0.24945 -0.3948
C -1.09474 -0.76666 0.41057 0.1029
N 0.26670 -1.01491 0.66477 -0.4071
C 1.22826 -0.61886 -0.09779 0.0494
N 1.01488 0.00633 -1.33097 -0.1787
N 0.14474 1.01623 -1.25602 -0.1687
H -1.76401 -1.57061 0.31029 0.4107
H 2.20737 -1.01726 0.20478 0.3799
```

Highest occupied orbital energy in eV: -9.9
LUMO energy in eV: -1.29
SMILES: O=c1ncncnn1

These records have orbital gap values of 7.1720; 8.6333 eV, in the order they appear.